This record from the Open Molecules 2025 dataset describes 4 unconnected molecules or ions with the total composition C8H24O4 at a distorted geometry. The level of theory is ωB97M-V with the def2-TZVPD basis set.

Each line ends with the natural charge from an NBO analysis.
Atoms and positions in Å:
C -2.063 -4.168 3.620  -0.631
C -0.578 -4.044 3.951  -0.057
O -0.358 -4.553 5.185  -0.707
H -2.383 -3.790 2.649  0.203
H -2.627 -3.550 4.319  0.198
H -2.406 -5.202 3.584  0.211
H -0.325 -2.983 3.959  0.152
H -0.054 -4.616 3.184  0.162
H -0.251 -3.798 5.768  0.469
C 3.877 -0.290 -0.079  -0.618
C 2.436 0.131 0.198  -0.069
O 2.140 1.122 -0.758  -0.741
H 4.032 -1.124 0.605  0.199
H 4.512 0.573 0.118  0.210
H 4.057 -0.650 -1.092  0.209
H 2.411 0.658 1.151  0.172
H 1.823 -0.748 -0.003  0.165
H 1.329 0.912 -1.228  0.473
C 0.357 -1.713 -5.268  -0.639
C -1.121 -1.574 -4.784  -0.058
O -1.417 -0.425 -3.937  -0.740
H 1.139 -1.746 -4.509  0.215
H 0.502 -0.918 -6.000  0.212
H 0.525 -2.538 -5.960  0.221
H -1.371 -2.436 -4.166  0.158
H -1.727 -1.539 -5.690  0.162
H -2.282 -0.533 -3.534  0.470
C -1.813 5.195 1.524  -0.641
C -0.995 6.039 0.549  -0.061
O 0.451 5.800 0.695  -0.738
H -2.864 5.481 1.498  0.210
H -1.522 5.075 2.567  0.222
H -1.705 4.189 1.116  0.194
H -1.218 7.076 0.801  0.177
H -1.179 5.793 -0.497  0.171
H 0.669 4.894 0.463  0.465

Properties
- Multiplicity: 1
- SMILES: CCO.CCO.CCO.CCO
- Orbital gap: 0.387 hartree
- LUMO level: 0.39 eV
- HOMO: -10.13 eV

---

This record from the Open Molecules 2025 dataset describes a molecular structure, C21H14Br2ClF6N2O8S2Ti. The level of theory is ωB97M-V with the def2-TZVPD basis set.

Each line ends with the natural charge from an NBO analysis.
Atoms and positions in Å:
Ti -1.035 -0.057 -0.725  1.776
C 2.259 -0.583 -2.085  -0.663
C 1.284 0.009 -3.051  0.283
C 1.674 0.209 -4.398  -0.211
C 0.835 0.804 -5.290  -0.123
C -0.430 1.257 -4.857  -0.132
C -1.392 1.933 -5.646  -0.092
Br -1.043 2.269 -7.483  0.031
C -2.570 2.352 -5.104  -0.223
C -2.857 2.132 -3.745  -0.178
Br -4.482 2.753 -3.031  0.084
C -1.965 1.478 -2.921  0.397
O -2.120 1.261 -1.647  -0.658
C -0.747 1.025 -3.513  0.125
N 0.087 0.382 -2.642  -0.444
H 2.978 -1.211 -2.609  0.211
H 1.751 -1.153 -1.317  0.273
H 2.800 0.225 -1.586  0.242
H 2.655 -0.127 -4.704  0.210
H 1.133 0.947 -6.320  0.226
H -3.299 2.866 -5.714  0.237
F 1.409 -3.878 -1.465  -0.330
C 1.393 -3.947 -0.165  0.677
F 2.339 -3.131 0.220  -0.339
F -0.064 -1.611 -0.388  -0.605
S -2.467 -2.774 -1.469  1.721
O -2.097 -1.247 -1.744  -0.920
O -3.568 -3.078 -2.364  -0.950
N -3.132 -2.600 0.083  -1.218
S -3.302 -1.384 0.943  2.250
O -2.236 -0.301 0.757  -0.905
O -4.589 -0.793 1.143  -0.903
C -2.789 -1.978 2.610  0.729
F -2.807 -0.974 3.490  -0.315
F -1.558 -2.484 2.577  -0.311
F -3.631 -2.923 3.031  -0.314
C 2.407 2.138 4.957  -0.634
C 2.034 0.768 4.464  -0.062
C 1.731 -0.253 5.358  -0.242
C 1.394 -1.513 4.894  -0.023
Cl 1.014 -2.763 6.049  -0.024
C 1.356 -1.795 3.541  -0.232
C 1.662 -0.786 2.641  -0.242
C 1.988 0.482 3.099  0.341
O 2.317 1.475 2.193  -0.533
C 1.242 2.324 1.834  -0.168
C 0.296 1.758 0.783  0.757
O 0.651 0.677 0.174  -0.728
O -0.773 2.312 0.566  -0.626
H 2.739 2.095 5.994  0.211
H 1.559 2.824 4.908  0.218
H 3.205 2.564 4.349  0.227
H 1.762 -0.066 6.423  0.216
H 1.077 -2.779 3.190  0.237
H 1.613 -0.963 1.578  0.263
H 1.679 3.239 1.432  0.209
H 0.634 2.593 2.702  0.197

Properties
- Multiplicity: 1
- Orbital gap: 0.272 hartree
- Charge: -1
- LUMO level: 1.50 eV
- HOMO: -5.90 eV